[1]
23
Properties=species:S:1:pos:R:3 method="wB97M-V/def2-TZVPD" e_above_lowest_ev=4.195 total_charge=+1 gap_ha="0.2586 / 0.2591" multiplicity=1 e_tot_ev=-25799.89204 lumo_energy_ha="-0.2077 / -0.2072"
C 1.4942 -3.4195 0.0072
C 1.4524 -2.5773 1.1477
C 0.9903 -2.9926 -1.1878
C 0.7583 -1.3451 1.1332
C 0.4184 -1.6985 -1.3221
C 0.2756 -0.9581 -0.0985
C -0.1903 1.2556 -1.0533
C -0.9883 3.2606 -0.2075
N -0.9236 2.3639 -1.1249
N -0.3467 0.2399 -0.2324
N -1.4308 0.9673 1.3770
O -1.9708 4.0656 -0.4324
S 0.1827 3.3297 1.0800
H 2.0103 -4.3577 0.0881
H 1.5955 -3.1150 2.0570
H 1.3365 -3.4713 -2.1301
H 0.5562 -0.6785 1.9260
H 0.1675 -1.3670 -2.2644
H 0.3638 0.8754 -1.9387
H -1.1163 0.4624 2.2228
H -2.3141 0.4881 1.0573
H -2.3321 3.8884 -1.3314
H 0.0114 4.7837 1.2272

[2]
9
Properties=species:S:1:pos:R:3 method="wB97M-V/def2-TZVPD" e_above_lowest_ev=1.443 gap_ha=0.3849 multiplicity=1 e_tot_ev=-12671.62630 lumo_energy_ha=-0.0056
C 1.1482 -0.4415 0.1592
C 0.1507 0.6875 -0.1044
C -1.2118 0.5758 -0.0638
H -0.2425 -1.6608 -0.3686
H -1.8513 1.5026 -0.1488
O 0.6476 -1.6541 -0.1661
O 2.2976 -0.2668 0.2809
F 0.8137 1.8389 0.0594
F -1.7523 -0.5816 0.3521